Below is a structure of composition C28H37ClN4P2Pt at a distorted geometry, with properties calculated with ωB97M-V/def2-TZVPD.

```
73
Properties=species:S:1:pos:R:3:forces:R:3:lowdin_charge:R:1
Pt 1.3173 0.0043 1.1491 1.6 -0.2 1.0 0.74
C 0.0553 1.0743 -3.1155 0.1 0.6 -0.6 -0.09
C -1.0892 1.2531 -2.4704 -0.6 0.7 -0.4 -0.13
C -2.4080 0.5744 -2.8027 0.0 0.2 0.1 -0.15
C -2.2964 -0.9099 -3.2266 -0.9 -0.5 -0.4 -0.18
C -1.2497 -1.7434 -2.5219 0.8 -0.6 0.0 -0.12
C 0.0997 -1.7029 -2.5583 -0.6 -0.6 -0.9 -0.09
C 0.9035 -1.1545 -3.7160 0.3 0.4 0.3 -0.16
C 0.2697 0.1277 -4.2573 0.2 0.0 -0.3 -0.16
C 2.2296 -1.2971 2.5533 0.5 -0.3 0.9 -0.27
H 0.9133 1.7231 -2.9022 -0.5 -0.4 0.0 0.08
H -1.1439 2.0884 -1.7639 0.0 -0.4 -0.4 0.06
H -2.8981 1.1232 -3.6352 0.2 -0.2 0.5 0.14
H -3.1173 0.6360 -1.9529 0.5 0.1 -0.3 0.11
H -3.2488 -1.3876 -2.9374 0.2 0.3 -0.3 0.12
H -2.2931 -0.9528 -4.3291 0.3 -0.3 0.5 0.12
H -1.7365 -2.5469 -1.9493 0.4 0.5 0.5 0.10
H 0.7019 -2.2445 -1.8152 -0.5 0.0 -0.7 0.06
H 0.9608 -1.8944 -4.5340 -0.1 0.1 0.5 0.13
H 1.9463 -0.9652 -3.3979 -0.4 0.0 -0.1 0.12
H 0.9556 0.5996 -4.9751 -0.2 -0.2 0.1 0.13
H -0.6658 -0.1191 -4.7886 0.6 0.4 0.2 0.11
H 3.2567 -0.9364 2.7065 -0.4 -0.1 -0.3 -0.02
H 2.2903 -2.3575 2.2765 -0.1 0.2 0.1 -0.01
H 1.7023 -1.1905 3.5185 0.1 -0.1 -0.5 0.03
P -0.3599 -1.4998 1.1511 0.2 1.0 1.9 0.88
P 0.1468 1.8464 0.5855 -0.6 -0.4 2.2 0.84
N 0.2016 -2.9844 0.3427 0.5 -0.9 -0.6 -0.17
N -1.1025 -2.1873 2.5567 0.7 -0.4 -0.4 -0.22
N 0.9967 2.8648 -0.6408 1.3 0.4 -0.9 -0.16
N -0.1317 3.1073 1.7800 -0.2 0.0 -0.4 -0.25
C -1.6650 -0.4662 0.4274 -0.7 -0.5 -0.9 -0.34
C -1.5380 1.0810 0.5238 -0.9 -0.1 0.0 -0.34
C 1.5509 -3.1298 -0.0632 -1.8 0.3 0.5 -0.06
C 1.6969 -4.3331 -0.7483 -1.9 -1.8 -0.2 0.04
C 0.4199 -4.9777 -0.7508 2.2 0.5 -0.4 0.04
C -0.4704 -4.1453 -0.0659 0.9 1.6 0.6 0.03
C -0.4014 -3.0345 3.4367 -0.8 -0.3 0.6 -0.13
C -1.3009 -3.6128 4.3155 0.5 0.7 -1.0 -0.04
C -2.6027 -3.1211 3.9766 0.3 0.5 -0.7 -0.05
C -2.4595 -2.2729 2.9007 -0.3 -0.1 0.3 -0.12
C 2.2271 2.3736 -1.1247 -1.6 0.1 0.9 -0.08
C 2.6938 3.1985 -2.1401 -1.1 2.5 -1.0 0.01
C 1.7328 4.2464 -2.3109 2.2 -1.3 -0.5 0.03
C 0.7160 4.0249 -1.3789 0.0 -1.6 1.4 0.01
C -0.7491 4.3486 1.5821 0.3 0.1 0.9 -0.13
C -0.8689 4.9949 2.8034 0.2 -0.8 -0.9 -0.06
C -0.3491 4.1110 3.8030 0.1 -0.5 -0.7 -0.06
C 0.0639 2.9577 3.1586 0.0 0.6 0.1 -0.14
H -2.6284 -0.7417 0.8690 0.2 0.1 -0.2 0.08
H -1.6949 -0.8247 -0.6080 -0.1 0.4 0.1 0.04
H -2.0740 1.4865 -0.3370 -0.3 -0.1 0.5 0.04
H -2.0527 1.4032 1.4465 0.3 0.0 -0.4 0.10
H 2.2868 -2.3725 0.1538 -0.1 0.2 0.0 0.09
H 2.6195 -4.7088 -1.1678 -0.1 0.0 0.0 0.14
H 0.1900 -5.9230 -1.2199 -0.1 0.0 0.1 0.13
H -1.5047 -4.2821 0.1811 -0.3 -0.1 0.0 0.15
H 0.6743 -3.0849 3.4037 -0.2 -0.2 0.0 0.08
H -1.0537 -4.2813 5.1253 0.0 0.0 -0.1 0.11
H -3.5303 -3.3427 4.4897 0.2 0.1 -0.2 0.11
H -3.1914 -1.6663 2.3806 0.1 -0.3 0.3 0.10
H 2.6711 1.4593 -0.7190 -0.3 0.3 -0.1 0.07
H 3.6086 3.0422 -2.6948 -0.1 0.1 0.0 0.13
H 1.7805 5.0548 -3.0320 -0.1 -0.1 0.2 0.13
H -0.1646 4.6005 -1.1480 0.0 0.1 -0.2 0.12
H -1.0511 4.6330 0.5920 -0.2 0.2 0.1 0.08
H -1.2906 5.9797 2.9484 0.1 -0.1 0.0 0.11
H -0.2794 4.3286 4.8669 0.0 -0.2 -0.4 0.11
H 0.4821 2.0376 3.5425 0.0 0.2 0.0 0.09
Cl 4.3671 0.9904 1.4767 -0.2 -0.2 -0.2 0.59
C 2.7144 1.3690 1.9815 0.4 0.8 0.2 -0.78
H 2.6536 1.2289 3.0682 -0.1 0.0 -0.4 0.02
H 2.5648 2.4228 1.7263 -0.1 -0.3 0.1 0.00
```
Forces are in eV/Å.

Calculated values
HOMO (spin up / spin down) = -10.662 / -13.294 eV
ΔE to the lowest compared entry with this formula, charge and spin = 145.2 kJ/mol
gap between HOMO and LUMO (spin up / spin down) = 4.79 / 3.86 eV
multiplicity = 5
net charge = +2

***

Below is a structure of composition C28H37HfIO3PTe at a distorted geometry, with properties calculated with ωB97M-V/def2-TZVPD.

```
72
Properties=species:S:1:pos:R:3:forces:R:3:lowdin_charge:R:1
Hf -0.1516 -1.8245 0.4874 0.3 -0.4 1.0 1.37
C -2.3130 -1.5319 -2.0334 0.1 0.0 0.1 -0.03
O -1.5152 -2.3917 -1.1480 0.1 -0.2 -0.2 -0.40
C -2.1461 -3.7028 -0.9448 0.0 0.2 0.4 -0.10
C -2.8938 -3.6234 0.3824 0.1 -0.1 -0.1 -0.08
O -2.0052 -2.9238 1.2965 0.1 0.2 -0.2 -0.35
C -1.9879 -3.3261 2.6856 0.0 0.1 0.0 -0.10
C -1.4401 -2.1339 3.4456 0.0 -0.1 -0.3 -0.11
O -0.2908 -1.6163 2.6955 -0.1 0.0 0.0 -0.47
C 0.6167 -0.8659 3.5743 0.0 0.0 -0.1 -0.05
H -2.4285 -2.0479 -2.9838 0.0 0.0 0.0 0.12
H -3.2824 -1.3483 -1.5704 0.0 0.0 0.0 0.10
H -1.7523 -0.6157 -2.1901 0.0 0.0 0.1 0.06
H -2.7879 -3.9091 -1.7976 -0.1 -0.1 0.1 0.15
H -1.3431 -4.4354 -0.9092 0.0 0.0 0.0 0.12
H -3.8212 -3.0544 0.3137 0.0 0.0 0.0 0.15
H -3.1039 -4.6189 0.7726 0.0 0.0 -0.1 0.16
H -3.0007 -3.5573 3.0146 0.0 0.0 0.0 0.16
H -1.3565 -4.2096 2.7915 0.0 0.0 0.0 0.14
H -2.1724 -1.3281 3.5239 0.0 0.0 0.0 0.13
H -1.0901 -2.4153 4.4370 -0.1 -0.1 0.0 0.16
H 1.1431 -1.5793 4.2051 0.0 0.0 0.0 0.10
H 1.3139 -0.3149 2.9444 0.0 0.0 0.0 0.07
H 0.0175 -0.1824 4.1723 0.0 0.0 0.0 0.11
C 3.0430 -1.9688 -1.8775 -0.1 0.1 -0.1 -0.23
P 1.7727 -0.8619 -1.1932 -0.1 0.2 -0.2 0.88
C 2.5872 0.3320 -0.1115 0.0 -0.1 -0.1 -0.42
C 3.9717 0.3709 0.0491 -0.1 -0.1 0.0 -0.06
C 4.5385 1.3035 0.9047 0.0 0.0 0.1 -0.02
C 3.7341 2.1964 1.6027 0.0 0.0 0.0 -0.02
C 2.3533 2.1651 1.4445 0.1 0.1 0.1 -0.05
C 1.7827 1.2334 0.5931 -0.1 0.0 -0.1 -0.15
C 1.0621 0.0196 -2.6131 0.2 0.0 0.1 -0.38
C 1.2365 1.3902 -2.8019 0.0 0.0 0.0 -0.08
C 0.7188 2.0016 -3.9365 0.0 0.0 0.0 -0.04
C 0.0434 1.2507 -4.8886 0.0 0.0 0.0 -0.03
C -0.1182 -0.1185 -4.7101 0.0 0.0 0.0 -0.05
C 0.3861 -0.7315 -3.5757 0.0 -0.1 0.0 -0.13
H 3.6480 -1.3976 -2.5835 0.0 0.0 0.0 0.08
H 2.5657 -2.7826 -2.4240 0.0 0.0 0.0 0.06
H 3.6737 -2.3839 -1.0971 0.0 0.0 0.0 0.01
H 4.6155 -0.3104 -0.4899 0.0 0.0 0.0 0.11
H 5.6133 1.3422 1.0177 0.0 0.0 0.0 0.13
H 4.1865 2.9329 2.2527 0.0 0.0 0.0 0.13
H 1.7295 2.8900 1.9525 0.0 0.0 0.0 0.11
H 0.7115 1.2782 0.4005 0.0 0.0 0.0 0.06
H 1.7888 1.9813 -2.0833 0.0 0.0 0.0 0.11
H 0.8666 3.0623 -4.0889 0.0 0.0 0.0 0.12
H -0.3384 1.7275 -5.7814 0.0 0.0 0.0 0.13
H -0.6211 -0.7077 -5.4655 0.0 0.0 0.0 0.12
H 0.2697 -1.8061 -3.4580 0.0 0.0 0.0 0.11
C -1.3230 1.8567 2.2145 0.0 0.0 -0.1 -0.37
Te -2.2022 0.4571 0.8347 0.0 0.4 -0.2 1.41
C -1.8076 1.9352 -0.6870 0.0 -0.1 0.1 -0.36
C -1.4717 3.1938 0.0771 0.0 -0.1 0.1 -0.29
C -1.3760 4.4027 -0.6072 0.0 0.0 0.0 -0.02
C -1.0723 5.5670 0.0763 0.0 0.0 0.0 -0.03
C -0.8679 5.5348 1.4503 0.0 0.0 0.0 -0.04
C -0.9646 4.3372 2.1374 0.0 0.0 0.0 -0.03
C -1.2608 3.1612 1.4527 0.0 -0.1 -0.1 -0.30
H -0.3299 1.5192 2.5038 0.0 -0.1 0.0 0.03
H -1.9625 1.9144 3.0942 0.0 0.0 0.0 0.08
H -2.7066 2.0410 -1.2921 0.0 0.0 0.0 0.08
H -0.9862 1.5904 -1.3161 0.0 0.0 0.0 0.03
H -1.5574 4.4346 -1.6747 0.0 0.0 0.0 0.13
H -1.0134 6.5051 -0.4579 0.0 0.0 0.0 0.12
H -0.6493 6.4476 1.9870 0.0 0.0 0.0 0.12
H -0.8263 4.3190 3.2119 0.0 0.0 0.0 0.13
I 2.3868 -3.1379 1.5612 -0.1 0.1 -0.1 1.07
C 0.6612 -3.9001 0.5225 -0.1 -0.1 -0.3 -0.70
H 0.2386 -4.7115 1.1120 0.1 0.0 0.1 0.00
H 1.0606 -4.3198 -0.4036 0.0 0.0 0.0 0.00
```
Forces are in eV/Å.

Calculated values
HOMO = -16.418 eV
ΔE to the lowest compared entry with this formula, charge and spin = 0.0 kJ/mol
gap between HOMO and LUMO = 6.88 eV
net charge = +3

***

Below is a structure of composition C28H37N3O7PS4Tl, with properties calculated with ωB97M-V/def2-TZVPD.

```
81
Properties=species:S:1:pos:R:3:forces:R:3:lowdin_charge:R:1
Tl 1.3183 -0.6107 0.5305 0.0 -0.2 0.0 0.87
O 8.7498 -2.5141 0.4232 0.0 0.1 0.0 -0.06
C 8.3512 -1.2293 -0.0245 -0.1 -0.1 0.0 -0.21
C 6.8528 -1.1796 -0.1326 0.0 0.0 0.0 -0.18
C 6.2135 0.0246 -0.3865 0.0 0.1 0.0 -0.01
C 4.8335 0.0441 -0.4639 -0.1 -0.1 0.1 -0.11
N 4.0785 -1.0482 -0.3165 0.1 0.1 -0.1 0.05
C 4.6920 -2.2122 -0.0957 -0.2 -0.1 0.0 -0.20
C 6.0748 -2.3146 0.0150 0.1 -0.1 0.0 0.05
C 3.8158 -3.4231 0.0358 0.0 0.2 0.0 -0.20
C 4.3236 -4.7031 -0.1463 0.0 -0.1 0.0 0.04
C 3.4802 -5.7985 -0.0222 0.1 0.0 0.0 -0.18
C 3.9987 -7.2060 -0.2030 0.1 0.1 -0.1 -0.21
O 5.1603 -7.2883 -1.0122 -0.1 0.0 0.1 -0.06
C 2.1494 -5.5679 0.2864 -0.1 0.0 0.0 0.00
C 1.7208 -4.2602 0.4481 -0.2 0.1 0.0 -0.10
N 2.5292 -3.2073 0.3213 -0.1 -0.1 0.0 0.05
H 9.7090 -2.5414 0.4730 0.0 0.0 0.0 0.09
H 8.7798 -1.0054 -1.0068 0.0 0.0 0.0 0.13
H 8.6796 -0.4481 0.6653 0.0 0.0 0.1 0.13
H 6.7757 0.9429 -0.5117 0.0 0.0 0.0 0.12
H 4.3016 0.9718 -0.6352 0.0 0.0 0.0 0.09
H 6.5526 -3.2572 0.2360 0.0 0.0 0.0 0.11
H 5.3618 -4.8616 -0.4015 0.0 0.0 0.0 0.11
H 3.1972 -7.8404 -0.5895 0.0 0.0 0.0 0.12
H 4.2861 -7.6065 0.7693 0.0 0.0 0.0 0.13
H 4.9447 -6.9642 -1.8929 0.0 0.0 0.0 0.09
H 1.4396 -6.3816 0.3834 0.0 0.0 0.0 0.12
H 0.6742 -4.0456 0.6666 0.2 0.0 0.0 0.09
O -2.5566 -2.5077 2.4383 0.0 0.0 0.0 -0.30
S -2.3289 -3.1052 1.1508 0.0 0.0 0.0 0.61
O -2.0478 -4.5127 1.0945 0.0 -0.1 0.0 -0.30
N -1.1780 -2.2688 0.3322 0.0 0.0 -0.2 -0.17
C -1.6631 -1.6639 -0.7312 -0.1 0.2 0.2 -0.86
S -0.7838 -0.6403 -1.7447 0.1 -0.1 0.0 0.54
C -3.1414 -1.8754 -0.9242 0.1 0.1 0.0 -0.24
C -3.9736 -1.3357 -1.8889 0.0 0.0 -0.2 -0.04
C -5.3315 -1.6281 -1.8277 0.0 0.0 0.0 -0.07
C -5.8439 -2.4463 -0.8212 0.0 0.0 0.0 -0.07
C -5.0068 -2.9902 0.1472 0.0 0.0 0.0 -0.03
C -3.6622 -2.6849 0.0646 -0.1 0.1 0.0 -0.22
H -3.5567 -0.7179 -2.6764 0.0 0.0 0.1 0.10
H -6.0040 -1.2132 -2.5696 0.0 0.0 0.0 0.10
H -6.9046 -2.6634 -0.7940 0.0 0.0 0.0 0.10
H -5.3897 -3.6311 0.9324 0.0 0.1 0.0 0.12
O 1.6292 4.3286 0.7198 0.0 -0.1 -0.1 -0.34
S 1.2747 2.9625 0.4428 0.4 0.0 0.4 0.18
O 2.2736 2.1515 -0.2211 -0.3 0.2 -0.1 -0.44
O 0.5644 2.2883 1.5142 0.6 0.3 -0.2 -0.47
S -0.2453 3.1384 -1.1231 -0.1 -0.2 0.0 0.59
C -4.2181 5.0711 -1.0046 0.1 0.0 0.0 -0.09
C -2.9852 4.2494 -1.4031 0.0 -0.1 0.0 -0.51
C -3.3180 3.1928 -2.4705 0.0 0.1 0.0 -0.10
P -1.9774 3.5034 -0.0484 0.1 0.2 -0.3 0.79
C -2.7662 1.9909 0.5776 -0.1 -0.1 0.0 -0.48
C -4.2841 2.1237 0.7765 0.1 -0.1 0.1 -0.08
C -2.1179 1.4295 1.8454 0.1 -0.2 0.0 -0.07
C -1.6339 4.7186 1.2554 -0.1 0.0 0.0 -0.49
C -1.1738 6.0460 0.6453 0.0 0.0 0.1 -0.10
C -2.8188 4.8735 2.2192 0.1 0.1 0.1 -0.08
H -4.6617 5.4751 -1.9180 0.0 0.0 0.0 0.09
H -3.9655 5.9177 -0.3687 0.0 0.0 0.0 0.06
H -4.9811 4.4829 -0.5027 0.0 -0.1 0.0 0.07
H -2.2630 4.9423 -1.8405 0.0 0.0 0.0 0.10
H -4.0806 2.4934 -2.1260 0.0 0.0 0.0 0.07
H -2.4480 2.6106 -2.7777 0.0 0.0 0.0 0.06
H -3.7097 3.7030 -3.3529 0.0 0.0 0.0 0.09
H -2.5666 1.3023 -0.2488 0.0 -0.2 -0.1 0.08
H -4.5349 2.8768 1.5258 0.0 -0.1 -0.1 0.07
H -4.6439 1.1605 1.1442 0.0 0.0 0.0 0.09
H -4.8294 2.3413 -0.1365 0.0 0.0 -0.1 0.05
H -2.4425 1.9861 2.7270 0.0 0.0 0.0 0.08
H -1.0271 1.4414 1.8116 -0.6 -0.1 0.0 0.03
H -2.4437 0.3966 1.9670 -0.1 -0.1 0.0 0.08
H -0.7962 4.2721 1.7963 0.0 0.0 0.0 0.10
H -1.9792 6.5504 0.1093 0.0 0.0 0.0 0.07
H -0.3216 5.9120 -0.0201 0.0 0.0 0.0 0.06
H -0.8532 6.7000 1.4584 0.0 0.0 0.0 0.09
H -3.7553 5.0979 1.7102 0.0 0.0 0.0 0.06
H -2.6062 5.7045 2.8941 0.0 0.0 0.0 0.09
H -2.9656 3.9812 2.8280 0.0 0.1 -0.1 0.06
```
Forces are in eV/Å.

Calculated values
HOMO = -7.772 eV
ΔE to the lowest compared entry with this formula, charge and spin = 0.0 kJ/mol
gap between HOMO and LUMO = 8.02 eV
net charge = 0

***

Which formula does entry 1 have?
C28H37ClN4P2Pt

***

Look up the ΔE to the lowest compared entry with this formula, charge and spin of the third one.
0.0 kJ/mol

***

net charge of number 2 (C28H37HfIO3PTe)?
+3